(1)
The following is a DFT calculation (ωB97M-V/def2-TZVPD) of an isolated molecule of C5H9NO.

```
16
Properties=species:S:1:pos:R:3
C -0.415 0.734 -0.047
H 1.492 0.749 -1.298
H -0.137 -0.858 1.185
C 0.915 -1.339 -0.432
C 0.972 0.188 -0.509
H -1.707 -0.861 -0.694
H -2.570 0.596 -0.140
H -0.515 0.627 2.171
H -0.403 1.828 0.018
H 1.922 -1.757 -0.505
N -0.127 0.201 1.332
O 2.321 0.495 1.641
H -1.759 0.589 -1.713
C -1.691 0.231 -0.681
H 0.293 -1.746 -1.238
C 1.408 0.324 0.909
```

As for the total charge: 0.

(2)
The following is a DFT calculation (ωB97M-V/def2-TZVPD) of a structure of composition C5H9NO.

```
16
Properties=species:S:1:pos:R:3
H 0.433 -1.312 -0.850
C 0.718 0.022 0.170
H -2.222 -0.649 0.961
H -0.637 1.718 -1.475
C 0.574 1.502 0.396
H 1.361 2.156 0.010
C -1.654 -1.128 0.150
H -1.650 1.706 -0.002
H -1.254 -2.078 0.522
N 1.589 -0.880 -0.278
C -0.739 1.308 -0.466
C -0.556 -0.224 -0.350
O 2.703 -1.125 0.534
H 3.368 -1.442 -0.093
H -2.362 -1.358 -0.653
H 0.329 1.782 1.424
```

As for the total charge: 0.

(3)
The following is a DFT calculation (ωB97M-V/def2-TZVPD) of an isolated molecule of C5H9NO in a non-equilibrium geometry.

```
16
Properties=species:S:1:pos:R:3
H 1.846 -1.234 0.522
H 1.426 0.198 1.491
C -0.911 -0.869 0.364
N 0.284 -1.114 -2.669
H -1.167 1.560 -0.877
H 2.328 0.384 -0.030
C 1.538 -0.185 0.471
C -0.211 1.444 -0.352
C 0.209 -0.033 -0.277
C 0.305 -0.608 -1.629
H -0.323 1.835 0.664
H -1.768 -0.849 -0.324
H 0.543 2.037 -0.878
H -2.236 -0.116 1.336
O -1.337 -0.325 1.590
H -0.611 -1.915 0.492
```

As for the total charge: 0. The SMILES is CC(C)(C#N)CO.

HOMO energy in eV, matching the order above: -6.80; -8.08; -10.86
Relative energy (zero: lowest compared OMol25 entry of this formula, charge and spin) in kcal/mol, matching the order above: 104.7; 154.5; 27.7